36
Properties=species:S:1:pos:R:3:forces:R:3 method="wB97M-V/def2-TZVPD" total_charge=0 largest_force_ev_per_a=3.0 molar_mass_g_mol=320.724 de_lowest_kj_mol=117.42 e_lumo_ev=-0.69
Rb -17.741 -12.667 9.818 -0.882 -0.430 -0.406
O -19.989 -14.755 6.419 -1.304 0.820 0.447
O -20.054 -13.807 8.433 -0.587 0.606 0.486
O -22.389 -14.338 3.228 -0.296 -0.199 0.339
O -18.746 -16.363 10.431 0.111 0.229 0.404
O -21.958 -13.998 7.240 -0.193 -0.226 -0.200
O -20.303 -10.686 10.950 0.501 0.054 0.030
C -19.779 -16.890 10.782 0.241 0.034 -0.207
C -21.478 -10.954 11.047 -0.475 -0.332 0.090
C -22.035 -13.196 3.073 0.642 -0.536 -0.738
C -22.344 -11.176 9.836 0.536 0.588 -0.575
C -22.131 -11.204 12.400 1.002 0.135 -0.575
C -22.735 -12.390 2.003 0.869 0.540 -0.041
C -20.806 -12.692 3.790 0.094 0.585 0.912
C -19.976 -17.397 12.198 -0.318 0.161 -0.443
C -20.864 -17.166 9.767 0.830 -0.133 -0.481
C -20.605 -14.192 7.346 2.777 -1.048 -0.446
H -20.471 -18.360 12.075 0.246 -0.176 0.489
H -21.380 -11.016 13.165 -0.127 0.013 0.112
H -22.136 -12.594 1.108 -0.243 -0.154 -0.126
H -22.361 -12.270 12.377 -0.464 0.075 0.303
H -19.025 -17.432 12.721 0.010 -0.234 -0.027
H -22.228 -13.850 8.148 -0.164 0.309 0.192
H -23.750 -12.742 1.864 -0.064 0.078 -0.021
H -21.543 -16.318 9.690 -0.324 -0.218 0.241
H -22.699 -12.199 9.808 -0.383 -0.111 0.197
H -22.647 -11.307 2.110 -0.299 -0.014 0.290
H -20.658 -16.769 12.775 -0.075 0.105 -0.172
H -22.996 -10.564 12.547 -0.236 -0.258 0.003
H -20.289 -13.502 4.305 -0.297 -0.170 0.010
H -21.760 -11.029 8.928 0.153 -0.056 0.089
H -21.156 -12.001 4.568 -0.063 -0.114 0.096
H -21.315 -18.142 9.936 -0.527 0.284 0.184
H -20.046 -12.101 3.274 -0.405 -0.085 -0.713
H -20.366 -17.219 8.797 -0.032 0.148 0.006
H -23.156 -10.448 9.795 -0.256 -0.272 0.249


67
Properties=species:S:1:pos:R:3:forces:R:3 method="wB97M-V/def2-TZVPD" total_charge=+2 largest_force_ev_per_a=1.3 molar_mass_g_mol=589.796 de_lowest_kj_mol=55.73 e_lumo_ev=-5.72
Zr 0.157 -0.326 -0.036 0.382 1.181 0.484
As -0.423 4.074 0.061 -0.309 0.001 0.095
S 0.670 2.246 -0.036 0.322 -0.053 -0.145
N -1.694 -0.293 1.008 -0.473 -0.265 0.396
N -1.155 -1.549 -1.097 -0.365 -0.003 -0.258
N 2.051 -0.988 0.581 0.403 -0.088 0.055
N 1.327 -0.302 -1.797 0.114 -0.075 -0.349
C -4.661 -2.511 1.539 0.005 0.021 -0.015
C 1.345 -0.513 2.870 0.005 -0.159 -0.085
C -1.164 -0.594 3.417 0.022 0.018 -0.047
C 5.444 -1.738 -0.790 0.010 0.009 -0.007
C -1.065 -1.580 -2.566 0.048 0.012 -0.021
C 5.763 -1.187 -2.015 0.012 -0.008 -0.003
C -1.062 4.432 1.835 0.017 0.009 -0.024
C -0.736 -0.159 -3.066 0.094 -0.128 0.004
C 3.546 -0.245 -2.704 0.009 -0.008 -0.049
C -4.835 -3.554 0.643 -0.006 -0.003 -0.025
C 4.901 -0.491 -2.846 -0.031 -0.020 0.005
C -2.264 -2.026 -0.460 -0.089 0.036 -0.063
C -4.076 -3.797 -0.484 -0.036 0.007 0.002
C -3.685 -1.529 1.578 0.022 -0.043 0.067
C 4.260 -1.660 -0.068 0.006 0.054 0.058
C -1.913 4.129 -1.144 0.014 0.002 0.004
C -1.671 0.362 2.321 -0.020 -0.231 0.057
C 0.077 -1.368 2.980 0.034 0.137 0.044
C 0.783 5.472 -0.441 0.021 -0.030 0.005
C 2.417 -1.159 1.994 -0.064 0.041 0.038
C 0.768 0.093 -3.086 -0.040 -0.154 -0.025
C -2.573 -1.294 0.763 -0.182 0.089 -0.132
C 3.033 -1.066 -0.362 0.043 -0.102 -0.094
C -2.973 -3.108 -0.972 0.036 -0.009 -0.026
C 2.651 -0.548 -1.671 0.006 -0.102 0.066
H 1.662 5.434 0.200 -0.006 -0.005 0.008
H 1.201 -0.510 -3.889 0.044 0.018 0.008
H -2.649 3.379 -0.861 0.019 -0.014 0.019
H 1.077 5.325 -1.478 0.006 -0.003 0.004
H 2.518 -2.217 2.258 0.025 -0.006 -0.019
H -2.012 -1.905 -2.996 -0.020 0.027 0.042
H -2.649 0.768 2.590 0.009 0.044 -0.012
H -3.810 -0.822 2.387 0.006 -0.018 0.013
H 0.275 6.429 -0.326 0.001 0.001 -0.003
H 5.336 -0.109 -3.763 0.001 -0.001 -0.002
H -2.552 -3.523 -1.880 0.000 -0.028 0.024
H -0.938 -0.016 4.316 -0.035 0.006 0.009
H -2.357 5.123 -1.091 -0.022 -0.010 -0.013
H -0.134 -1.867 2.018 0.001 -0.153 0.032
H 4.300 -2.149 0.897 0.022 0.004 -0.011
H 3.379 -0.677 2.177 -0.005 0.010 0.002
H 0.270 -2.190 3.670 -0.005 -0.029 -0.029
H 6.780 -1.316 -2.361 -0.002 -0.003 -0.006
H -1.555 3.939 -2.153 -0.003 -0.002 0.001
H -0.288 -2.273 -2.898 -0.046 -0.061 -0.028
H -1.142 0.007 -4.064 0.016 -0.027 -0.020
H -1.950 -1.300 3.686 0.006 -0.008 0.010
H -1.469 5.443 1.867 -0.010 -0.004 0.005
H -5.658 -4.230 0.834 -0.009 0.010 -0.003
H 6.239 -2.287 -0.298 -0.003 0.004 0.010
H -0.228 4.347 2.528 -0.006 0.003 0.007
H 1.132 0.488 2.466 0.007 0.033 0.041
H -5.397 -2.447 2.331 0.005 -0.002 0.004
H 3.104 0.284 -3.538 0.021 0.010 0.010
H -1.234 0.559 -2.401 -0.067 0.029 -0.082
H -4.377 -4.652 -1.078 0.012 0.002 -0.010
H -1.003 1.223 2.241 0.015 0.001 -0.015
H 1.741 -0.343 3.871 0.001 0.045 0.000
H 0.983 1.146 -3.299 0.005 -0.003 -0.001
H -1.838 3.714 2.092 0.005 -0.006 -0.006


43
Properties=species:S:1:pos:R:3:forces:R:3 method="wB97M-V/def2-TZVPD" total_charge=+1 largest_force_ev_per_a=19.2 molar_mass_g_mol=389.853 e_lumo_ev=-2.59
Sr -0.117 -0.152 0.291 -16.544 -3.970 8.946
Br 1.613 -0.544 -0.882 13.934 -3.178 -9.506
O 0.120 1.524 -0.579 4.106 9.816 -4.915
O 0.646 -2.377 0.987 -0.777 0.028 0.006
O -1.765 1.318 -0.790 -6.053 -1.984 0.187
N 1.306 -0.119 1.739 3.560 0.681 6.066
N -1.055 -1.613 -0.977 -0.943 -2.690 -4.067
C 1.957 1.953 2.728 -0.640 0.373 -1.706
C -2.612 2.454 -0.478 -0.461 -1.330 -1.010
C 0.234 -3.403 0.075 -0.231 0.560 -0.040
C -0.179 -2.766 -1.248 -0.302 -1.260 -0.096
C 1.267 -2.826 2.144 1.469 -2.793 -0.034
C -0.028 2.212 -1.885 1.624 0.152 -0.669
C 1.117 1.991 0.290 1.703 1.009 0.609
C 1.001 1.312 1.697 2.387 2.310 1.169
C -1.208 -0.690 -2.207 -1.536 -0.666 2.869
C -2.274 0.354 -1.770 -0.739 1.858 -1.190
H 2.193 -3.289 1.804 0.500 -0.139 0.190
H 0.988 3.073 0.316 0.255 0.063 0.671
H 0.731 1.850 -2.579 0.846 0.161 0.506
H -1.497 -1.372 -3.006 -0.151 0.799 -0.491
H 1.034 -4.069 -0.248 0.122 -0.459 0.896
H -3.285 0.012 -1.546 0.168 -0.709 0.648
H 2.988 1.766 2.426 0.037 0.060 0.054
H 1.589 -2.178 2.960 -0.754 0.690 -0.563
H 0.712 -2.656 -1.866 -0.278 1.041 0.240
H 2.127 1.708 -0.008 0.109 0.554 -0.599
H 0.002 1.541 2.068 -0.396 -0.614 0.158
H 1.309 -0.293 2.734 -0.384 -0.353 0.392
H -2.123 3.202 0.146 0.357 -0.639 0.347
H -0.614 -3.852 0.591 0.059 -0.812 -0.335
H 0.745 -3.668 2.599 -0.498 0.061 0.182
H -0.909 1.957 -2.475 0.076 0.163 0.798
H -2.860 2.996 -1.390 -0.199 -0.123 -0.278
H -0.718 -3.502 -1.844 -0.408 -0.485 0.217
H -3.513 2.026 -0.038 -0.171 0.611 0.236
H -1.934 -2.073 -0.792 -0.601 0.333 -0.121
H -0.262 -0.166 -2.343 -0.151 -0.546 -0.471
H 2.255 -0.384 1.518 0.287 0.588 -0.493
H 0.019 3.300 -1.836 0.159 -0.053 0.505
H 1.744 3.018 2.631 0.316 0.163 1.075
H -2.499 0.986 -2.629 0.073 -0.036 -0.637
H 1.758 1.440 3.669 0.070 0.767 0.258


11
Properties=species:S:1:pos:R:3:forces:R:3 method="wB97M-V/def2-TZVPD" total_charge=0 largest_force_ev_per_a=0.9 molar_mass_g_mol=83.094 de_lowest_kj_mol=329.94 smiles="[H]/N=N/C=C=NC" e_lumo_ev=0.41
N 2.695 -0.289 -0.160 0.140 0.444 -0.170
N -0.819 -0.748 0.568 0.509 0.691 0.087
N 2.284 0.891 -0.208 0.041 -0.533 -0.006
C -2.094 -0.616 -0.127 -0.280 -0.045 -0.126
C 0.098 0.012 0.358 -0.502 -0.201 0.152
C 0.957 1.018 0.221 -0.078 0.034 0.192
H -2.620 0.158 0.443 -0.167 -0.195 -0.219
H 0.609 1.996 0.532 0.207 -0.086 0.070
H 3.669 -0.262 -0.481 -0.068 -0.052 -0.074
H -2.668 -1.541 -0.067 0.171 0.094 -0.067
H -1.990 -0.279 -1.165 0.027 -0.151 0.161


Number 1: HOMO-LUMO gap 6.842 eV, E_HOMO -7.53 eV, calculated total energy -23618.82569 eV. Number 2: HOMO-LUMO gap 7.525 eV, E_HOMO -13.25 eV, calculated total energy -105396.14680 eV. Number 3: HOMO-LUMO gap 8.811 eV, E_HOMO -11.40 eV, calculated total energy -90775.20538 eV. Number 4: HOMO-LUMO gap 9.229 eV, E_HOMO -8.82 eV, calculated total energy -7659.03591 eV.